Formula: C44H64GeIN2O7S5SeSi3Ta
Source: the Open Molecules 2025 dataset
Level of theory: wB97M-V/def2-TZVPD

Total charge = +1
Spin multiplicity = 2
<S²> = 0.75
Frontier orbital gap (spin up / spin down) = 0.2501 / 0.1996 Eh
LUMO level (spin up / spin down) = -3.242 / -4.697 eV

Each line ends with the Mulliken spin population.
Positions of all 129 atoms, in Å:
1 Ta 0.90 -0.83 -0.12  0.004
2 O 1.80 -1.12 1.91  0.004
3 S 1.15 0.01 2.61  -0.019
4 O 0.74 -0.14 3.96  0.001
5 O 0.02 0.28 1.63  0.020
6 C 2.49 1.19 2.54  -0.001
7 C 2.59 2.00 3.66  0.000
8 C 3.74 2.76 3.89  0.000
9 C 4.80 2.67 3.02  0.000
10 C 4.70 1.87 1.88  0.000
11 C 3.56 1.13 1.63  0.001
12 S 3.37 0.65 -0.09  -0.002
13 O 3.20 -0.78 -0.40  0.000
14 O 4.32 1.36 -0.87  0.000
15 O 1.93 1.09 -0.21  -0.005
16 H 1.80 1.99 4.39  0.000
17 H 3.80 3.39 4.77  0.000
18 H 5.71 3.23 3.19  0.000
19 H 5.50 1.87 1.15  0.000
20 I -0.01 -2.67 -2.99  0.083
21 C 0.99 -0.82 -2.39  -0.001
22 H 0.41 -0.09 -2.95  -0.005
23 H 2.00 -0.94 -2.77  -0.007
24 C -2.58 -4.43 1.95  -0.002
25 Si -2.62 -4.07 0.09  0.008
26 C -4.41 -4.21 -0.45  0.006
27 C -1.73 -5.49 -0.76  0.032
28 Ge -1.74 -1.81 -0.52  0.372
29 Si -3.29 -1.34 -2.39  0.012
30 C -5.02 -0.81 -1.83  0.011
31 C -3.47 -2.88 -3.47  0.011
32 C -2.72 0.02 -3.56  -0.001
33 Si -3.47 -0.95 1.54  0.157
34 C -3.79 0.85 1.12  0.112
35 C -2.62 -1.16 3.19  0.107
36 C -5.09 -1.86 1.67  0.081
37 H -3.58 -4.75 2.27  -0.001
38 H -2.29 -3.60 2.58  -0.001
39 H -1.90 -5.25 2.16  0.000
40 H -4.81 -5.07 0.11  0.002
41 H -4.49 -4.46 -1.51  -0.001
42 H -5.07 -3.37 -0.26  -0.005
43 H -2.44 -6.33 -0.77  0.003
44 H -0.84 -5.79 -0.20  -0.007
45 H -1.43 -5.30 -1.79  0.000
46 H -5.69 -1.66 -1.71  0.001
47 H -5.43 -0.18 -2.63  -0.001
48 H -5.05 -0.22 -0.92  -0.002
49 H -2.84 -3.73 -3.22  -0.002
50 H -3.25 -2.59 -4.49  -0.002
51 H -4.51 -3.23 -3.44  0.001
52 H -2.65 1.01 -3.12  0.002
53 H -3.49 0.07 -4.35  -0.001
54 H -1.77 -0.20 -4.05  0.000
55 H -3.47 1.17 0.13  -0.007
56 H -3.27 1.47 1.85  -0.003
57 H -4.86 1.03 1.21  0.010
58 H -1.53 -1.16 3.18  -0.030
59 H -2.96 -2.07 3.67  0.001
60 H -2.94 -0.31 3.80  0.011
61 H -5.81 -1.62 0.89  -0.007
62 H -5.49 -1.51 2.63  0.014
63 H -4.99 -2.94 1.74  -0.005
64 C 0.21 6.11 -3.07  0.000
65 C 1.00 5.23 -4.03  0.000
66 C 0.79 3.72 -3.84  -0.001
67 C 1.64 3.09 -2.74  0.000
68 N 1.29 3.52 -1.39  0.000
69 C 0.27 3.03 -0.67  0.000
70 Se -0.91 1.69 -1.26  0.028
71 N 0.29 3.61 0.55  -0.001
72 C -0.65 3.38 1.64  0.008
73 C -1.55 4.57 1.94  -0.001
74 C -2.69 4.79 0.93  -0.001
75 C -2.26 5.43 -0.38  0.000
76 C 1.40 4.44 0.63  0.000
77 C 1.89 5.22 1.67  0.000
78 C 3.05 5.92 1.43  0.000
79 C 3.70 5.86 0.19  0.000
80 C 3.21 5.08 -0.84  0.000
81 C 2.04 4.37 -0.60  0.000
82 H 0.34 7.16 -3.32  0.000
83 H 0.52 5.99 -2.03  0.000
84 H -0.85 5.88 -3.13  0.000
85 H 2.07 5.45 -3.96  0.000
86 H 0.72 5.48 -5.05  0.000
87 H 1.03 3.19 -4.76  0.000
88 H -0.26 3.51 -3.63  0.000
89 H 2.69 3.35 -2.88  0.000
90 H 1.57 2.00 -2.76  0.001
91 H -0.06 3.11 2.52  0.000
92 H -1.23 2.50 1.35  -0.005
93 H -0.96 5.48 2.02  0.000
94 H -1.98 4.39 2.93  0.000
95 H -3.43 5.44 1.41  0.000
96 H -3.19 3.84 0.74  0.002
97 H -1.68 6.34 -0.21  0.000
98 H -3.13 5.69 -0.99  0.000
99 H -1.65 4.75 -0.99  0.000
100 H 1.38 5.27 2.63  0.000
101 H 3.47 6.55 2.21  0.000
102 H 4.60 6.43 0.04  0.000
103 H 3.71 5.04 -1.80  0.000
104 O 1.21 -2.68 -0.05  0.024
105 C 2.12 -3.73 0.42  -0.003
106 C 3.53 -3.42 -0.01  0.000
107 C 3.91 -3.23 -1.31  -0.003
108 C 5.27 -2.90 -1.46  0.000
109 C 5.92 -2.84 -0.27  0.000
110 S 4.87 -3.18 1.03  0.000
111 C 1.84 -3.89 1.90  0.003
112 C 0.56 -3.94 2.37  -0.017
113 C 0.46 -4.14 3.76  0.001
114 C 1.69 -4.26 4.34  0.000
115 S 2.95 -4.13 3.19  0.000
116 C 1.73 -5.07 -0.23  0.000
117 C 1.66 -5.42 -1.55  -0.002
118 C 1.43 -6.80 -1.76  0.000
119 C 1.34 -7.49 -0.58  0.001
120 S 1.52 -6.46 0.76  0.000
121 H 3.22 -3.32 -2.14  0.004
122 H 5.75 -2.72 -2.42  0.000
123 H 6.96 -2.65 -0.09  0.000
124 H -0.28 -3.82 1.71  0.010
125 H -0.46 -4.20 4.31  0.000
126 H 1.93 -4.44 5.38  0.000
127 H 1.77 -4.72 -2.36  0.000
128 H 1.34 -7.26 -2.73  0.000
129 H 1.17 -8.55 -0.45  0.000


Formula: C4H7N2
Source: the Open Molecules 2025 dataset
Level of theory: wB97M-V/def2-TZVPD

Total charge = +1
Frontier orbital gap = 0.2537 Eh
LUMO level = -6.252 eV

Each line ends with the natural charge from an NBO analysis.
Positions of all 13 atoms, in Å:
1 C 0.64 0.85 1.19  0.415
2 C -1.23 -1.73 -2.94  -0.013
3 C 1.11 1.98 3.29  0.088
4 C 0.18 0.56 -0.07  -0.317
5 N 0.78 1.47 2.22  -0.313
6 N -0.59 -2.22 -1.96  -0.646
7 H -0.55 -0.29 -0.35  0.343
8 H -2.07 -2.12 -3.46  0.169
9 H -0.83 -0.82 -3.32  0.155
10 H 0.34 1.96 4.16  0.257
11 H 1.99 2.56 3.30  0.234
12 H 1.10 0.94 -0.48  0.275
13 H -0.88 -3.12 -1.58  0.354


Formula: C41H52AsBBaF2GeN3O5S
Source: the Open Molecules 2025 dataset
Level of theory: wB97M-V/def2-TZVPD

Total charge = -1
Frontier orbital gap = 0.2372 Eh
LUMO level = 2.263 eV

Each line ends with the Mulliken charge.
Positions of all 108 atoms, in Å:
1 Ba 0.19 0.27 0.00  -0.304
2 C -0.67 -4.30 -0.08  -1.533
3 C -1.33 -3.15 0.68  1.373
4 C -2.21 -2.34 -0.26  -0.463
5 C -2.16 -3.72 1.82  -1.801
6 O -0.25 -2.32 1.18  1.357
7 Ge -0.42 -1.37 2.80  -1.280
8 O -1.48 0.01 2.00  0.868
9 C -2.60 0.67 2.61  1.412
10 C -2.52 0.66 4.13  -1.829
11 C -3.89 -0.01 2.15  -1.658
12 C -2.58 2.11 2.11  -1.417
13 O 1.19 -0.57 2.27  2.553
14 C 2.12 0.01 3.20  0.941
15 C 3.40 0.26 2.40  -1.288
16 C 2.42 -0.93 4.36  -1.767
17 C 1.56 1.33 3.72  -1.418
18 H -1.43 -4.93 -0.56  0.469
19 H -0.07 -4.92 0.59  0.409
20 H -0.02 -3.91 -0.86  -0.035
21 H -3.10 -2.91 -0.54  0.593
22 H -1.69 -2.07 -1.18  -0.087
23 H -2.54 -1.43 0.23  -0.366
24 H -2.92 -4.40 1.42  0.443
25 H -2.68 -2.94 2.38  0.131
26 H -1.53 -4.27 2.52  0.384
27 H -2.52 -0.36 4.53  0.434
28 H -3.38 1.19 4.55  0.490
29 H -1.61 1.15 4.47  0.271
30 H -3.90 -1.06 2.46  0.260
31 H -3.98 0.03 1.07  0.257
32 H -4.76 0.48 2.59  0.468
33 H -1.63 2.59 2.32  0.286
34 H -3.38 2.70 2.57  0.408
35 H -2.73 2.14 1.02  0.198
36 H 3.24 0.99 1.60  0.245
37 H 3.74 -0.67 1.95  0.075
38 H 4.19 0.64 3.06  0.421
39 H 2.83 -1.87 3.99  0.292
40 H 1.52 -1.15 4.93  0.350
41 H 3.15 -0.47 5.03  0.451
42 H 1.22 1.96 2.89  0.194
43 H 2.31 1.89 4.28  0.438
44 H 0.71 1.15 4.38  0.233
45 S -2.03 0.78 -2.30  -0.324
46 C -1.57 0.67 -4.00  0.713
47 C -2.25 1.47 -4.93  -0.704
48 C -2.03 1.36 -6.29  -0.462
49 C -1.10 0.44 -6.78  -0.882
50 C -0.39 -0.33 -5.88  -0.012
51 C -0.60 -0.21 -4.50  -0.970
52 As 0.48 -1.25 -3.26  1.476
53 C -0.09 -3.05 -3.76  0.520
54 C -1.36 -3.27 -4.30  -0.753
55 C -1.80 -4.56 -4.54  -0.683
56 C -0.99 -5.65 -4.25  -0.662
57 C 0.27 -5.44 -3.70  -0.619
58 C 0.71 -4.15 -3.45  -0.383
59 C 2.16 -1.07 -4.25  0.173
60 C 2.74 0.19 -4.19  -1.101
61 C 3.92 0.46 -4.86  -0.511
62 C 4.55 -0.55 -5.59  -0.564
63 C 3.97 -1.80 -5.66  -0.689
64 C 2.78 -2.07 -4.99  0.157
65 H -2.97 2.18 -4.56  0.381
66 H -2.58 1.99 -6.97  0.342
67 H -0.94 0.33 -7.85  0.396
68 H 0.35 -1.03 -6.25  0.343
69 H -2.00 -2.43 -4.52  0.445
70 H -2.79 -4.72 -4.97  0.408
71 H -1.33 -6.66 -4.45  0.373
72 H 0.90 -6.28 -3.45  0.413
73 H 1.68 -3.99 -2.98  0.273
74 H 2.27 0.99 -3.62  0.299
75 H 4.36 1.45 -4.80  0.448
76 H 5.48 -0.34 -6.12  0.359
77 H 4.45 -2.59 -6.23  0.410
78 H 2.34 -3.05 -5.07  0.409
79 O 0.18 3.47 1.12  -0.489
80 N 0.41 4.23 0.09  0.278
81 C 1.47 5.06 0.09  -0.128
82 C 1.71 5.89 -0.98  -0.712
83 C 0.87 5.88 -2.07  -0.234
84 C -0.21 5.01 -2.06  -0.966
85 C -0.42 4.20 -0.97  0.104
86 H 2.08 5.00 0.99  0.452
87 H 2.58 6.53 -0.94  0.384
88 H 1.06 6.51 -2.93  0.396
89 H -0.89 4.93 -2.89  0.422
90 H -1.22 3.47 -0.90  0.418
91 N 2.24 -3.97 2.32  0.005
92 C 3.50 -4.06 1.84  0.127
93 O 4.35 -4.77 2.34  -0.751
94 C 3.81 -3.21 0.64  -0.124
95 C 5.12 -2.91 0.31  -0.514
96 C 5.36 -2.11 -0.80  -0.996
97 C 4.28 -1.65 -1.54  -0.084
98 N 3.02 -1.95 -1.24  0.626
99 C 2.80 -2.72 -0.18  -0.153
100 H 2.02 -4.51 3.14  0.244
101 H 1.55 -3.32 1.97  -0.350
102 H 5.92 -3.31 0.92  0.480
103 H 6.37 -1.83 -1.08  0.444
104 H 4.43 -1.00 -2.40  0.141
105 H 1.76 -2.93 0.04  0.568
106 F 2.19 2.89 -2.15  -0.202
107 B 2.24 1.92 -1.17  -0.658
108 F 3.57 1.82 -0.81  -0.208


- The lowest total charge belongs to which entry?
  C41H52AsBBaF2GeN3O5S